1.
Entry from OMol25: a 2-piece molecular cluster, C9H14 overall in a non-equilibrium geometry (ωB97M-V with the def2-TZVPD basis set).

Properties
Net charge   0
E_LUMO   1.009 eV
Molar mass   122.21 g/mol
Energy   -351.3090 hartree
ΔE to the lowest compared entry with this formula, charge and spin   55.75 kJ/mol
Gap between HOMO and LUMO   10.02 eV
SMILES   Cc1ccccc1.CC

XYZ file:
```
23
Properties=species:S:1:pos:R:3:forces:R:3:nbo_charge:R:1
C -1.6767 2.4036 -1.1197 -0.452 -0.627 -0.152 -0.631
C 0.4863 1.5010 -0.1904 -0.622 -0.614 -0.651 -0.222
C -0.8733 1.7762 -0.0204 0.275 0.146 0.374 -0.001
C 1.2079 0.8648 0.7995 0.330 -0.751 0.734 -0.204
C -1.4933 1.3307 1.1445 -0.022 -0.617 -0.409 -0.224
C 0.5875 0.4292 1.9665 -0.735 0.076 -0.500 -0.230
C -0.7858 0.5917 2.0795 0.195 0.534 0.521 -0.196
H 0.8091 1.4766 -1.2293 0.609 0.696 0.261 0.209
H 2.2193 0.4913 0.6910 0.123 0.472 -0.500 0.214
H -2.1466 3.3508 -0.8625 0.364 0.218 0.064 0.225
H -2.5136 1.7415 -1.3276 -0.232 -0.135 -0.122 0.216
H -2.5731 1.3310 1.1931 -0.131 0.385 0.188 0.207
H 1.0908 -0.2026 2.6787 0.322 0.115 0.145 0.213
H -1.2939 0.1639 2.9310 -0.151 -0.046 0.046 0.210
H -1.1191 2.4660 -2.0514 0.131 0.314 0.059 0.215
C 0.5916 -2.4960 -1.4845 -0.051 -0.464 -0.059 -0.611
C 1.4347 -2.4407 -0.2252 -0.160 0.694 1.055 -0.620
H -0.4658 -2.3134 -1.2919 0.036 0.120 0.099 0.206
H 0.9290 -1.8032 -2.2436 0.028 0.281 -0.124 0.203
H 0.6438 -3.4947 -1.9218 0.065 0.024 -0.110 0.202
H 1.3645 -3.3550 0.3593 0.310 -0.282 -0.200 0.203
H 2.4693 -2.1312 -0.3649 0.201 -0.565 -0.404 0.202
H 1.1074 -1.6814 0.4902 -0.433 0.025 -0.315 0.213
```
Positions in Å, forces in eV/Å.



2.
Entry from OMol25: a 2-piece molecular cluster, C9H14 overall in a non-equilibrium geometry (ωB97M-V with the def2-TZVPD basis set).

Properties
Net charge   0
E_LUMO   0.994 eV
Molar mass   122.21 g/mol
Energy   -351.2840 hartree
ΔE to the lowest compared entry with this formula, charge and spin   121.30 kJ/mol
Gap between HOMO and LUMO   10.16 eV
SMILES   Cc1ccccc1.CC

XYZ file:
```
23
Properties=species:S:1:pos:R:3:forces:R:3:nbo_charge:R:1
C -0.6058 -0.9640 2.7042 -0.087 -0.081 0.555 -0.645
C -0.8389 -0.9068 -1.0789 0.466 -0.452 -2.310 -0.208
C -1.1610 -0.8987 0.2514 -2.478 0.898 -0.127 -0.228
C 0.5123 -0.9999 -1.4825 -0.626 0.692 -1.004 -0.234
C -0.1898 -0.8562 1.1834 1.008 -1.446 3.610 -0.014
C 1.4869 -1.0232 -0.5126 2.879 -0.325 0.649 -0.206
C 1.1655 -1.0153 0.8383 -0.991 0.604 0.558 -0.218
H -1.6077 -0.8566 -1.8785 0.478 -0.063 0.773 0.221
H -2.2136 -0.7764 0.6257 1.022 -0.298 -0.753 0.217
H 0.8249 -0.9267 -2.5610 -0.601 -0.271 1.238 0.224
H 2.6138 -1.0556 -0.7450 -1.964 -0.022 -0.021 0.217
H -1.6780 -0.7706 2.9869 0.834 0.408 -1.002 0.219
H 0.0042 -0.2897 3.3715 -0.440 -0.807 -0.742 0.218
H 1.8822 -1.0781 1.6758 -0.150 0.079 -0.851 0.219
H -0.5499 -2.0196 3.0953 0.646 0.872 -0.571 0.221
C -0.8188 2.6277 -0.7660 -0.668 -1.040 -2.434 -0.621
C 0.6550 2.6923 -1.2028 0.019 0.082 -2.804 -0.616
H -1.4425 3.3328 -1.4379 0.655 -1.687 0.754 0.204
H -1.1307 1.4928 -0.7657 0.146 2.544 -0.273 0.218
H -1.0145 2.9835 0.1928 0.004 0.625 1.849 0.200
H 0.9339 3.6307 -1.8592 -0.613 -1.637 1.545 0.201
H 0.7972 1.8013 -1.9230 0.168 1.366 1.137 0.204
H 1.3487 2.5965 -0.3846 0.294 -0.042 0.223 0.208
```
Positions in Å, forces in eV/Å.



3.
Entry from OMol25: a 2-piece molecular cluster, C9H14 overall in a non-equilibrium geometry (ωB97M-V with the def2-TZVPD basis set).

Properties
Net charge   0
E_LUMO   1.061 eV
Molar mass   122.21 g/mol
Energy   -351.2611 hartree
ΔE to the lowest compared entry with this formula, charge and spin   181.51 kJ/mol
Gap between HOMO and LUMO   9.92 eV
SMILES   Cc1ccccc1.CC

XYZ file:
```
23
Properties=species:S:1:pos:R:3:forces:R:3:nbo_charge:R:1
C 0.0977 0.5129 1.8361 -1.698 2.208 -2.023 -0.642
C -0.5871 -0.5265 2.7152 0.685 0.731 -0.022 -0.624
H -0.4541 0.6476 0.8471 1.250 -0.687 1.320 0.225
H 0.0229 1.5769 2.1679 -0.268 -0.763 0.587 0.198
H 1.1603 0.4542 1.6565 0.275 -0.818 -0.099 0.212
H 0.0062 -1.4352 2.6936 -0.125 -0.191 0.458 0.207
H -0.6437 -0.0502 3.6771 0.163 -0.564 0.934 0.210
H -1.6165 -0.7640 2.4712 -0.079 0.062 -0.516 0.203
C -0.3135 -2.0610 -0.6886 1.040 0.960 2.633 -0.637
C 1.2035 -0.4593 -1.6843 -0.862 4.020 0.293 -0.218
C -0.0863 -0.7140 -1.2943 -0.763 -0.535 0.225 0.014
C 1.5546 0.9073 -1.7670 -1.555 -1.435 -0.594 -0.188
C 0.6009 1.8726 -1.5886 1.131 3.328 2.066 -0.238
C -1.1360 0.2694 -1.2822 4.663 1.040 0.365 -0.221
C -0.7076 1.6176 -1.2158 -1.004 -1.330 -2.080 -0.199
H 1.9927 -1.1168 -1.7745 1.112 -1.875 0.070 0.210
H 2.5360 1.1758 -1.9794 1.627 0.485 -0.300 0.206
H -0.8682 -2.6342 -1.2917 -1.955 -2.605 -2.428 0.214
H -0.8786 -2.0287 0.2422 -0.368 0.584 0.051 0.217
H 0.9665 2.9605 -1.3654 -0.629 -1.957 -1.003 0.207
H -2.0453 -0.0649 -0.9779 -2.728 -0.630 0.740 0.204
H -1.3689 2.4743 -1.0805 -0.057 -0.459 0.188 0.220
H 0.5643 -2.6145 -0.3167 0.144 0.432 -0.868 0.218
```
Positions in Å, forces in eV/Å.